[1]
23
Properties=species:S:1:pos:R:3 method="wB97M-V/def2-TZVPD" charge=-1 gap_ev=6.89 spin_multiplicity=1 relative_energy_kj_mol=276.4
C 1.7989 -2.8092 -0.1315
C 2.5105 -1.8130 0.8091
O 3.1058 -0.9859 0.1962
O 2.2077 -1.8590 2.0043
H 0.8860 -2.3147 -0.4123
H 1.5406 -3.6927 0.4272
H 2.4138 -2.9330 -1.0308
C 1.2934 1.8333 0.3437
C -0.2179 0.2896 -0.5126
C -0.1534 1.4522 0.3237
C -1.2792 0.1025 -1.3118
C -2.4961 0.6516 -0.8830
C -1.3428 2.0794 0.6773
C -2.5760 1.5316 0.1692
O -3.6169 0.2865 -1.4444
H 0.8922 -0.1848 -0.5906
H -1.1081 -0.4835 -2.1347
H 1.8953 1.0059 1.0247
H 1.3804 2.8397 0.8416
H -1.4739 2.9680 1.2876
H -3.4502 -0.3541 -2.1869
H -3.6068 1.8244 0.4119
H 1.8339 1.8843 -0.5917

[2]
23
Properties=species:S:1:pos:R:3 method="wB97M-V/def2-TZVPD" charge=-2 gap_ev="2.99 / 6.75" spin_multiplicity=2 s_squared=0.763 relative_energy_kj_mol=82.5
C -1.1686 -0.1863 -3.2720
C -1.6552 -1.6600 -3.6657
O -2.4347 -2.2054 -2.8601
O -1.2191 -2.0955 -4.7569
H -1.0910 0.4422 -4.1543
H -0.1959 -0.4688 -2.8563
H -1.8136 0.1809 -2.4820
C 2.7821 1.3064 2.1392
C -0.9474 -0.2826 0.9804
C -0.9128 0.3640 2.2161
C 0.1285 -0.6616 0.2004
C 0.4092 0.8617 2.5849
C 1.4307 -0.1450 0.5723
C 1.4871 0.6224 1.7220
O -2.1785 -0.6497 0.4795
H -2.9448 -0.3612 0.9627
H -1.8337 0.6408 2.7075
H 0.0035 -1.0816 -0.7871
H 0.5098 1.3851 3.5347
H 2.3346 -0.4124 0.0418
H 3.0094 1.1267 3.1973
H 2.6868 2.3830 1.9462
H 3.6138 0.8969 1.5496

[3]
22
Properties=species:S:1:pos:R:3 method="wB97M-V/def2-TZVPD" gap_ev="8.09 / 6.92" spin_multiplicity=1 relative_energy_kj_mol=485.1
C 1.8862 0.4581 -1.0591
C 2.3605 -0.7220 -0.5199
C 1.6806 1.6394 -0.2857
C 2.5802 -0.7681 0.8729
C 2.0422 1.5734 1.1104
C 2.4752 0.3821 1.6188
C -1.2597 0.8591 1.1948
C -1.4164 -0.3408 0.8221
C -3.0727 -1.5584 -1.0253
P -1.3554 -0.7650 -1.0154
S -1.6762 0.8938 -1.9529
H 1.8896 0.5641 -2.1393
H 2.0619 -1.6418 -1.0221
H 1.1152 2.4652 -0.7401
H 2.7234 -1.7264 1.2917
H 2.0171 2.4608 1.7461
H -1.4307 1.1632 2.2360
H -1.0116 1.6152 0.4529
H -1.4272 -1.2161 1.4042
H -3.7655 -1.0850 -0.2842
H -3.1994 -1.5524 -2.0753
H -3.2173 -2.6984 -0.6307

[4]
33
Properties=species:S:1:pos:R:3 method="wB97M-V/def2-TZVPD" charge=-1 gap_ev="5.33 / 5.35" spin_multiplicity=2 s_squared=0.776
Cr -1.4848 -1.2979 -0.1877
S -4.8308 -3.4395 -2.6571
As -3.3801 -2.4529 -1.5394
S -3.5786 -2.3467 0.6322
S -1.2600 -3.1273 -1.6269
S -3.0490 -0.3410 -1.9280
N -2.0479 0.5169 0.9803
C -1.4649 0.6917 2.3117
C -1.5552 -0.6017 3.1198
C -0.5075 -1.6548 2.6606
O 0.2315 -2.1570 3.4900
O -0.4882 -1.9117 1.4158
H -1.9200 1.3622 0.4218
H -3.0593 0.3824 1.0702
H -1.9849 1.5002 2.8499
H -0.4130 0.9795 2.1875
H -2.5492 -1.0452 3.0031
H -1.3775 -0.3955 4.1752
N 4.7570 1.8698 -1.2893
C 3.5258 2.1309 -1.8023
S 3.3327 3.5221 -2.6900
C 2.4202 1.2584 -1.5104
C 1.1597 1.4910 -2.0926
C 0.0840 0.7208 -1.7445
N 0.1364 -0.2934 -0.8565
C 1.3529 -0.5703 -0.3530
C 2.4816 0.1622 -0.6240
H 5.5062 2.4635 -1.6071
H 5.0022 0.9475 -0.9729
H 1.0468 2.2797 -2.8220
H -0.8801 0.8938 -2.2066
H 1.3941 -1.4168 0.3224
H 3.3998 -0.1208 -0.1302

[5]
27
Properties=species:S:1:pos:R:3 method="wB97M-V/def2-TZVPD" gap_ev=9.28 spin_multiplicity=1 smiles=CNc1nc(C)nc(Cl)c1C[C@@H](Br)CBr
Cl -2.4153 0.1141 -2.1741
Br -1.7226 4.8597 -0.9384
Br 0.1777 2.4560 1.1063
N -1.8121 -1.7970 -0.4315
N 0.0919 -1.9095 0.8804
C -1.0862 -2.3696 0.5063
C -1.3865 -0.6710 -0.9911
C 0.5414 -0.8310 0.3179
C -0.1419 -0.1252 -0.6401
N 1.7367 -0.3444 0.7169
C -1.6986 -3.5311 1.1799
C 2.5681 -0.9766 1.7323
C -0.1990 3.7000 -1.4741
C 0.3599 1.1428 -1.3657
C -0.4056 2.3643 -0.7448
H 1.8030 0.6603 0.5942
H -0.8910 -4.1381 1.5899
H -2.2321 -4.1526 0.4507
H -2.3256 -3.1912 1.9813
H 3.5114 -0.4395 1.7990
H 2.0393 -0.9713 2.6774
H 2.7519 -1.9939 1.4406
H 0.7843 4.1039 -1.2015
H -0.2049 3.5400 -2.5561
H 0.1248 1.1228 -2.4511
H 1.4866 1.2236 -1.2285
H -1.4556 2.1545 -0.7760

[6]
31
Properties=species:S:1:pos:R:3 method="wB97M-V/def2-TZVPD" gap_ev="8.38 / 8.55" spin_multiplicity=2 s_squared=0.753 relative_energy_kj_mol=0.0
Cu 0.6995 0.1189 -0.8732
O -1.9966 -3.0931 3.0003
C -1.2711 -2.2059 3.6418
O -1.1946 -2.1575 4.8465
C -0.5255 -1.2195 2.8062
C 0.2726 -0.2301 3.3361
N 0.7733 0.4711 2.3043
N 0.3405 0.0000 1.1351
C -0.4358 -1.0370 1.4077
C -1.0401 -1.7826 0.2394
O -1.7799 -2.7419 0.4791
O -0.7146 -1.3415 -0.9044
H -1.9760 -2.9644 2.0025
H 0.4906 -0.0098 4.3676
H 1.3933 1.2605 2.3219
C -2.3720 3.8279 -1.0147
C -1.4548 2.7069 -1.0150
N -0.7327 1.8188 -1.0170
H -3.3851 3.4796 -1.2077
H -2.0850 4.5395 -1.7870
H -2.3447 4.3230 -0.0453
C 1.5177 -0.7456 -3.7266
O 0.5008 -0.0485 -2.9966
H 1.1812 -0.9437 -4.7458
H 1.7900 -1.6843 -3.2430
H 2.3938 -0.1036 -3.7658
H -0.2479 -0.6534 -2.8700
Cl 3.3834 -1.3795 -0.6802
C 2.7019 0.2611 -0.6950
H 3.1293 0.7967 -1.5408
H 2.9886 0.7382 0.2393

[7]
27
Properties=species:S:1:pos:R:3 method="wB97M-V/def2-TZVPD" gap_ev=8.57 spin_multiplicity=1 smiles="CC(C)=C(O)[NH2+]P([O-])c1ccc(Cl)nc1" relative_energy_kj_mol=122.3
C -2.6883 -1.4221 -0.5808
C -3.8501 -0.6796 -0.7988
C -2.0401 0.2017 1.1398
C -1.7653 -0.9815 0.4178
C -3.9579 0.5250 -0.0488
C 1.2045 0.6411 -0.3962
C 3.2069 -0.7683 0.3025
C 3.0508 1.8927 0.4575
C 2.4500 0.5627 0.1303
N -3.1111 0.9236 0.8651
N 0.5785 -0.5891 -0.7963
O 0.4203 1.7638 -0.5591
O -0.2300 -3.0958 -0.0684
P -0.2172 -1.8587 0.7223
Cl -5.3788 1.5989 -0.3577
H -2.5315 -2.3819 -1.1049
H -4.6005 -1.1059 -1.3681
H -1.3465 0.5472 2.0134
H 2.5403 -1.5878 0.3946
H 3.8884 -0.7924 -0.5534
H 3.8193 -0.6618 1.2425
H 3.2652 1.8213 1.4740
H 4.0191 2.0290 -0.0432
H 2.5141 2.8619 0.0496
H 1.1360 -1.0422 -1.4735
H -0.2964 -0.3982 -1.2681
H -0.0796 1.9960 0.2081

[8]
27
Properties=species:S:1:pos:R:3 method="wB97M-V/def2-TZVPD" gap_ev="7.45 / 7.45" spin_multiplicity=1 relative_energy_kj_mol=378.3
C 0.2668 1.0595 0.1107
C 0.6444 -0.4454 0.3439
C 2.3749 1.4877 -0.6472
C -1.0273 1.4322 0.7347
C 1.9361 -0.8230 -0.1491
C 2.9636 0.2663 0.1009
C -0.7600 -2.7223 -1.4652
C -2.5896 3.1094 1.2012
C -1.5029 -1.9077 -0.4050
N 1.1720 1.8288 -0.4620
O -1.8245 0.6094 1.1671
O 0.2772 -2.9311 1.2385
O -1.2676 2.7734 0.7756
S -0.4520 -1.6767 1.0997
Cl 3.4160 2.6601 -1.3854
H 2.4487 -1.7912 0.1407
H 1.7983 -1.0426 -1.2200
H 3.9411 0.1628 -0.3564
H 3.0367 0.3403 1.2257
H -1.6467 -3.0733 -2.1456
H -0.0823 -2.1591 -2.0029
H -0.1689 -3.3979 -0.9439
H -2.5972 4.1792 1.2266
H -2.9309 2.8092 2.2507
H -3.3943 2.6201 0.4454
H -2.3100 -2.3511 0.0124
H -1.7217 -1.0170 -0.8909

no.,largest force on an atom (eV Å⁻¹)
1,5.708
2,2.119
3,4.488
4,2.405
5,3.964
6,0.889
7,3.121
8,8.210